{"formula": "C27H42BrCl2O6S", "method": "wB97M-V/def2-TZVPD", "charge": -1, "lumo_ev": 1.6, "species": ["C", "C", "C", "C", "C", "C", "C", "C", "C", "C", "Cl", "C", "C", "Cl", "O", "S", "O", "O", "O", "C", "Br", "C", "O", "C", "C", "C", "C", "C", "C", "C", "C", "C", "C", "H", "H", "H", "H", "H", "H", "H", "H", "H", "H", "H", "H", "H", "H", "H", "H", "H", "H", "H", "H", "H", "H", "H", "H", "H", "H", "H", "H", "H", "H", "H", "H", "H", "H", "H", "C", "C", "C", "O", "H", "H", "H", "H", "H", "H", "H"], "positions_angstrom": [[0.105385, 0.379980, 8.018780], [-0.245531, -1.080473, 8.530468], [-0.320345, -2.071544, 7.281583], [-1.682428, -1.768621, 6.509325], [-1.299363, -1.117874, 5.107291], [-2.414210, -1.296285, 3.997829], [-3.006677, 0.049091, 3.430322], [-1.956555, 1.009349, 2.739698], [-1.884849, 0.822199, 1.154245], [-3.293882, 0.920148, 0.471895], [-4.026399, -0.606106, -0.174309], [-4.045091, 2.045163, 0.346951], [-3.562390, 3.414257, 0.897450], [-5.657942, 1.950914, -0.434825], [-1.628324, -0.635832, 1.083181], [-0.040345, -0.976829, 1.168655], [0.472966, -2.040579, 0.342746], [0.590830, -1.039787, 2.477592], [0.477000, 0.468535, 0.532265], [-0.601169, 1.392955, 0.388207], [0.084086, 2.899064, 1.569290], [-0.774164, 2.167578, -0.970040], [-1.246331, 1.414330, -2.071939], [-0.430190, 0.327488, -2.422753], [-1.079563, -0.993996, -2.407706], [-0.411831, -2.225657, -2.781378], [-1.239676, -3.551773, -2.762429], [0.993820, -2.187840, -3.169674], [1.657594, -0.881368, -3.194023], [0.970138, 0.373361, -2.839813], [1.739633, 1.728025, -2.939271], [3.182731, 1.614965, -3.568221], [0.976364, 2.869853, -3.715943], [0.008542, 1.107477, 8.868634], [-0.595300, 0.722979, 7.214742], [1.149084, 0.330432, 7.613943], [-1.240034, -1.094896, 9.041579], [0.564331, -1.388488, 9.246819], [-0.312555, -3.141194, 7.634167], [0.582852, -1.957635, 6.624931], [-2.361602, -1.076693, 7.068419], [-2.149086, -2.762415, 6.278476], [-0.982428, -0.041203, 5.200148], [-0.400891, -1.694287, 4.745451], [-2.051355, -1.964727, 3.173165], [-3.266854, -1.856150, 4.486614], [-3.406888, 0.615659, 4.323996], [-3.899670, -0.200816, 2.803434], [-0.961481, 0.793218, 3.222476], [-2.235980, 2.055521, 3.030165], [-4.394408, 3.802878, 1.557678], [-3.492016, 4.127418, 0.039331], [-2.655908, 3.364871, 1.541634], [-1.555963, 2.956757, -0.772579], [0.175411, 2.735546, -1.150799], [-2.154514, -1.046982, -2.127118], [-2.202552, -3.454330, -3.340901], [-1.443183, -3.897270, -1.716763], [-0.641831, -4.327309, -3.322952], [1.479375, -3.142153, -3.462751], [2.731397, -0.900732, -3.506568], [1.902776, 2.082609, -1.872175], [3.113537, 1.392809, -4.683649], [3.786428, 2.550716, -3.379630], [3.756195, 0.797288, -3.043240], [0.954331, 2.563192, -4.799499], [1.607033, 3.801684, -3.617319], [-0.036092, 3.116673, -3.313041], [4.033859, -1.913840, -7.385583], [4.021291, -0.372746, -7.456991], [5.474362, 0.128274, -7.593036], [3.512774, 0.102546, -6.303774], [4.609498, -2.280457, -6.529454], [3.018444, -2.314191, -7.308234], [4.486733, -2.342287, -8.293550], [3.520082, -0.116656, -8.417510], [6.094635, -0.175306, -6.743639], [5.511320, 1.219387, -7.667086], [5.943009, -0.277862, -8.503413]], "forces_ev_per_a": [[-0.36, -0.64, 0.49], [0.57, 0.09, -1.00], [-0.81, 0.41, 1.28], [1.57, -0.05, -1.39], [0.02, -0.84, -0.48], [-0.41, -0.02, 0.42], [0.00, -0.22, 0.62], [-0.62, 0.35, 0.38], [-0.27, -1.88, 0.85], [-1.04, 0.31, -0.81], [0.91, 1.21, 0.70], [1.10, -0.50, 0.58], [-1.84, -0.11, -0.09], [1.49, 0.59, 0.81], [2.09, -0.76, -0.22], [3.57, -0.37, 0.10], [-2.24, 1.15, 0.00], [-2.18, 0.79, -0.62], [-2.37, -0.57, -0.61], [0.46, 1.48, 1.25], [-0.04, 0.25, -0.31], [-0.28, 0.41, 0.32], [0.94, -0.23, 0.68], [1.18, -3.77, -0.96], [1.26, 0.62, -0.46], [0.47, 1.32, -0.04], [0.70, 0.24, -0.72], [-1.79, 2.29, 0.72], [-1.58, -0.90, 0.46], [-0.28, -0.77, -0.32], [0.52, 0.47, 0.51], [-0.16, -0.38, 0.12], [0.69, -0.13, 0.05], [0.39, -0.56, -0.81], [0.64, -0.37, 0.64], [-0.91, 0.41, 0.35], [0.87, -0.02, -0.24], [-0.85, 0.19, -0.54], [-0.07, 1.02, -0.23], [-0.89, 0.08, 0.53], [0.47, -0.85, -0.26], [-0.01, 1.05, 0.33], [-0.33, -1.03, 0.06], [-0.80, 0.83, 0.34], [-0.28, 0.71, 0.73], [0.72, 0.59, -0.60], [0.36, -0.52, -0.91], [0.81, 0.40, 0.25], [-0.84, 0.32, -0.89], [0.37, -0.92, -0.54], [0.81, -0.31, -0.67], [0.28, -0.47, 0.79], [-0.54, -0.06, -0.97], [0.73, -0.93, -0.15], [-0.70, -0.82, -0.03], [0.92, 0.14, -0.22], [0.87, 0.09, 0.77], [0.15, 0.27, -0.91], [-0.59, 0.60, 0.80], [-0.13, 1.01, 0.21], [-1.28, 0.44, 0.15], [-0.22, -0.35, -0.94], [0.40, 0.01, 1.22], [-0.87, -0.73, -0.27], [-0.53, 0.77, -0.72], [-0.25, 0.46, 1.04], [-0.62, -0.90, -0.25], [0.71, -0.40, -0.55], [0.20, -0.41, -0.82], [0.91, -0.48, 1.61], [0.38, -0.18, -0.85], [-0.88, 0.63, 0.05], [-0.04, 0.26, 0.07], [-0.01, 0.18, 0.07], [-0.01, -0.14, -0.03], [-0.35, 0.24, -0.04], [-0.25, -0.04, 0.10], [-0.16, -0.05, 0.09], [0.13, 0.05, -0.05]]}